No. 1
{"formula": "C13H13N3O3S3", "method": "wB97M-V/def2-TZVPD", "species": ["S", "S", "S", "O", "O", "O", "N", "N", "N", "C", "C", "C", "C", "C", "C", "C", "C", "C", "C", "C", "C", "C", "H", "H", "H", "H", "H", "H", "H", "H", "H", "H", "H", "H", "H"], "xyz": [[-1.79604, 2.71169, 1.20819], [-2.96527, 0.92453, -1.04012], [-5.32439, -1.25263, 1.50087], [6.26384, -0.94326, 0.76064], [0.03434, 1.57889, -1.92918], [5.64709, 1.06638, 1.50437], [0.76393, 1.41384, 0.22163], [-3.54802, 0.72814, 1.42754], [-4.05016, -0.21176, -0.59619], [3.73786, -1.51487, -0.18399], [-5.93501, -2.17089, 0.05788], [3.01473, 0.65485, 0.55145], [-2.79641, 1.42877, 0.64177], [2.45796, -1.77077, -0.63065], [-4.23675, -0.17617, 0.69960], [-0.87345, 3.09490, -0.31892], [0.04672, -1.17855, -0.93976], [4.02054, -0.29653, 0.42816], [0.02188, 1.94326, -0.77718], [1.73932, 0.40011, 0.07277], [5.36237, 0.03174, 0.95270], [1.43191, -0.83818, -0.50299], [-1.57346, 3.34908, -1.11562], [-0.26789, 3.97018, -0.08063], [-0.04249, -2.24202, -1.14333], [-6.64586, -2.89941, 0.43257], [3.24963, 1.59909, 1.02082], [-5.10001, -2.66174, -0.43100], [2.23527, -2.72568, -1.08330], [4.51702, -2.25224, -0.29113], [-6.41583, -1.47903, -0.62578], [7.12144, -0.67040, 1.12206], [-0.67342, -0.90387, -0.16940], [0.78713, 1.91666, 1.09936], [-0.20849, -0.62410, -1.84323]], "forces_ev_per_angstrom": [[0.28, 0.60, 0.09], [0.04, 0.31, 1.02], [-0.39, -0.39, 0.18], [0.16, -0.47, -0.17], [0.14, 0.04, -0.27], [-0.06, -0.02, -0.03], [0.28, -0.10, 0.41], [0.30, 0.47, 0.72], [-0.44, -0.48, -0.16], [0.12, 0.18, 0.11], [0.24, 0.31, 0.28], [0.12, -0.14, -0.05], [0.02, -0.23, -1.11], [-0.03, 0.08, 0.00], [0.04, -0.17, -1.09], [-0.39, -0.26, 0.25], [-0.04, -0.01, -0.15], [-0.31, -0.16, -0.11], [-0.19, 0.44, 0.09], [0.34, -0.21, -0.15], [0.28, 0.44, 0.28], [0.05, 0.04, 0.05], [0.16, 0.02, -0.02], [-0.04, 0.01, -0.02], [-0.01, -0.08, 0.04], [-0.05, -0.05, 0.05], [0.02, 0.11, 0.01], [-0.03, -0.06, -0.08], [-0.04, -0.09, -0.04], [0.05, -0.07, -0.01], [-0.04, -0.05, -0.08], [-0.26, 0.19, 0.02], [-0.09, 0.01, 0.02], [-0.16, -0.13, -0.13], [-0.06, -0.06, 0.05]], "lowdin_charge": [0.955, 1.027, 0.910, 0.108, 0.055, 0.105, 0.116, -0.008, -0.320, -0.005, -0.391, 0.062, -0.894, -0.018, -0.857, -0.375, -0.035, -0.134, -0.585, -0.166, -0.491, -0.181, 0.078, 0.091, 0.084, 0.030, 0.129, 0.033, 0.115, 0.116, 0.034, 0.134, 0.076, 0.131, 0.073], "total_charge": 0, "homo_lumo_gap_ev": 8.88, "relative_energy_kcal_mol": 1.3, "total_energy_ev": -56811.907}

No. 2
{"formula": "C33H59NO13P2S", "method": "wB97M-V/def2-TZVPD", "species": ["S", "P", "P", "O", "O", "O", "O", "O", "O", "O", "O", "O", "O", "O", "O", "O", "N", "C", "C", "C", "C", "C", "C", "C", "C", "C", "C", "C", "C", "C", "C", "C", "C", "C", "C", "C", "C", "C", "C", "C", "C", "C", "C", "C", "C", "C", "C", "C", "C", "C", "H", "H", "H", "H", "H", "H", "H", "H", "H", "H", "H", "H", "H", "H", "H", "H", "H", "H", "H", "H", "H", "H", "H", "H", "H", "H", "H", "H", "H", "H", "H", "H", "H", "H", "H", "H", "H", "H", "H", "H", "H", "H", "H", "H", "H", "H", "H", "H", "H", "H", "H", "H", "H", "H", "H", "H", "H", "H", "H"], "xyz": [[-3.46115, -0.73585, -1.49355], [-4.96325, -0.98343, 3.57666], [2.43030, -3.24437, 2.27226], [-3.71145, -1.27888, 2.80789], [2.53371, 3.97621, -6.55888], [-6.53593, -0.88672, 3.91827], [-0.18156, 3.14533, -5.21923], [-4.54512, -1.59850, 5.03443], [2.26408, -2.63514, 3.73604], [4.82614, 1.91804, -3.58459], [-2.67612, 2.22574, -1.21629], [1.78555, -4.70115, 2.62305], [2.02374, -3.03269, 0.86861], [2.38944, 3.09161, -4.04222], [3.99587, -3.65337, 2.28598], [-4.69636, 0.61724, 3.85261], [-2.92395, 0.44058, -6.16748], [-6.02335, 1.76747, 2.14580], [0.34473, 2.51779, -2.97773], [2.44303, 5.00790, -5.58611], [-6.89005, 0.64849, 5.82783], [2.74449, 4.47469, -4.18481], [-7.09266, -0.72562, 5.23282], [-3.16057, -0.05848, -3.13988], [-0.65596, -1.25577, -1.59066], [-0.39027, 2.41884, -4.28127], [0.61209, -5.16616, 1.94964], [-1.43410, 1.33365, -4.33702], [4.95615, -2.74748, 1.73471], [1.53907, 2.59597, -0.48672], [2.20453, -3.40126, 4.94864], [5.18440, -1.54146, 2.62683], [-3.78213, -2.80442, 5.12862], [3.78087, 3.13684, -1.38714], [3.52729, -4.00917, 5.35228], [-2.36245, -2.49303, 5.55213], [0.19324, 2.28834, -0.58526], [5.03558, 1.13733, -4.73868], [-1.55633, 0.63073, -5.66842], [-2.12725, 1.05710, -3.22759], [1.70389, 2.83748, -2.88742], [0.97115, -6.25862, 0.96610], [4.55164, 1.80608, -1.17280], [-1.87797, -1.05319, -0.67228], [-1.82821, 1.87197, -1.99894], [-0.39055, 2.24495, -1.83256], [-4.65047, 1.51612, 2.74094], [2.29871, 2.86152, -1.62072], [5.33170, 1.32973, -2.41233], [1.10574, 5.78442, -5.69684], [5.45332, -1.85233, 3.63624], [-1.75090, -3.39733, 5.55387], [4.27989, -0.93318, 2.70545], [3.23220, 5.73956, -5.80129], [4.32716, -3.27055, 5.30893], [2.00179, 2.59400, 0.49223], [-1.01631, -0.32029, -5.61762], [3.81823, 3.66090, -0.43101], [-3.61823, 0.88021, -5.58685], [4.55696, 1.66948, -5.56076], [-2.35221, -2.06638, 6.55638], [5.28129, 1.90609, -0.36862], [-1.67052, -0.17642, -0.05542], [-8.16201, -0.89971, 5.10067], [-0.37205, 2.07721, 0.31327], [-1.90910, -1.76075, 4.88472], [-0.89838, -1.32198, -2.65092], [0.09539, -6.56750, 0.39330], [-3.79455, -3.35087, 4.18551], [4.64133, -2.43668, 0.73516], [-3.13469, -0.53314, -6.31623], [-7.51490, 0.75037, 6.71696], [3.82634, 4.53502, -4.04159], [3.45464, -4.39072, 6.37163], [-0.06640, -2.13102, -1.32070], [-1.03000, 1.24491, -6.40046], [-0.06174, -5.55737, 2.71558], [-4.11306, 0.33601, -3.49524], [1.36440, -7.12898, 1.49370], [3.84225, 1.02062, -0.91607], [0.49544, 5.69925, -4.80301], [5.88208, -3.31141, 1.62695], [5.25330, 0.23635, -2.46229], [3.80090, -4.83866, 4.70153], [0.57605, 5.40381, -6.56844], [1.89366, -2.68649, 5.71233], [0.09744, -4.34628, 1.44968], [-6.43737, 0.85362, 1.71195], [1.74428, -5.92221, 0.27579], [1.31458, 6.83400, -5.91397], [-1.96814, -1.87622, 0.03188], [2.23476, 5.09099, -3.44476], [6.40524, 1.55342, -2.33763], [0.01112, -0.39938, -1.48853], [-4.26765, -3.43327, 5.87844], [-5.85498, 0.80880, 6.12359], [-2.86893, -0.84949, -3.82806], [5.98275, -0.91602, 2.22588], [-4.23227, 2.44915, 3.11896], [2.61336, 4.41422, -7.40959], [-6.74339, -1.50615, 5.90472], [4.22097, 3.74447, -2.16737], [-3.96638, 1.13279, 1.97943], [-6.72185, 2.10720, 2.91082], [-5.96460, 2.52134, 1.36040], [-7.15901, 1.42773, 5.11645], [1.41759, -4.15000, 4.90180], [4.56259, 0.15321, -4.67156], [6.10844, 1.06868, -4.95091]], "forces_ev_per_angstrom": [[-1.02, -0.66, 0.35], [3.52, 3.49, 5.46], [0.78, -5.42, 0.33], [-2.60, -1.67, -2.36], [0.24, -0.18, 0.32], [0.16, -1.33, -2.62], [0.01, -0.01, -0.17], [-0.76, -0.27, -0.33], [-0.37, 1.71, -1.52], [-0.26, -0.28, 0.13], [-0.10, -0.12, 0.12], [0.19, 0.44, 0.25], [-0.37, 2.70, 0.89], [-0.48, 0.56, 0.47], [-0.37, 0.60, 0.12], [-0.49, -0.21, -0.26], [0.33, -0.08, -0.15], [-0.06, -0.14, 0.03], [0.11, -0.09, -0.22], [-0.53, 0.71, -0.24], [0.40, 0.09, -0.03], [0.67, -0.55, -0.64], [-0.72, -0.16, 0.54], [0.91, 0.50, 0.02], [0.16, 0.09, 0.01], [0.07, -0.08, 0.33], [-0.07, -0.20, -0.17], [0.24, -0.19, -0.06], [0.27, 0.19, -0.12], [-0.44, -0.19, -0.31], [-0.19, 0.05, 0.88], [-0.18, 0.01, 0.05], [0.29, -0.02, 0.09], [-0.47, -0.65, 0.54], [0.14, -0.20, -0.32], [0.07, 0.14, 0.09], [0.15, 0.17, 0.43], [-0.05, 0.59, -0.27], [-0.27, 0.52, -0.32], [-0.11, -0.28, 0.20], [-0.47, -0.02, 0.02], [0.14, -0.12, 0.02], [0.35, 0.15, -0.77], [1.03, 0.75, -0.36], [0.09, 0.26, -0.30], [-0.28, -0.19, -0.09], [0.09, 0.13, -0.13], [0.90, 0.33, -0.05], [0.19, -0.18, 0.08], [0.53, -0.08, -0.42], [0.07, -0.02, -0.02], [-0.03, -0.02, 0.00], [0.04, 0.03, -0.04], [0.11, -0.06, 0.16], [-0.03, 0.04, 0.07], [0.13, 0.09, -0.03], [-0.09, -0.07, 0.09], [0.15, 0.30, -0.16], [-0.07, -0.08, 0.02], [0.01, 0.03, 0.01], [-0.01, -0.04, 0.02], [-0.16, 0.01, 0.16], [-0.10, -0.03, 0.09], [0.05, 0.01, -0.26], [-0.18, 0.00, -0.11], [-0.04, -0.08, -0.13], [-0.13, -0.17, 0.03], [-0.01, 0.01, 0.02], [0.03, 0.10, -0.06], [-0.08, -0.05, 0.02], [-0.23, 0.01, 0.14], [-0.07, -0.09, -0.05], [-0.01, 0.02, 0.16], [-0.06, 0.06, 0.01], [-0.12, -0.08, 0.05], [0.18, -0.02, 0.11], [0.06, 0.03, 0.07], [-0.23, -0.21, 0.33], [-0.03, -0.01, 0.01], [-0.04, 0.09, 0.24], [-0.16, -0.03, -0.09], [-0.08, -0.12, 0.04], [0.00, 0.00, -0.12], [0.00, 0.02, -0.03], [-0.29, -0.12, 0.21], [0.04, 0.17, -0.18], [0.11, 0.06, -0.03], [0.02, 0.04, -0.06], [-0.08, 0.12, -0.04], [-0.07, 0.07, 0.26], [-0.52, -0.15, -0.22], [0.02, 0.00, 0.06], [-0.02, 0.10, 0.13], [0.06, -0.03, -0.07], [-0.07, 0.06, 0.00], [0.01, 0.00, -0.04], [0.00, 0.00, -0.02], [0.00, -0.02, -0.02], [0.01, -0.06, 0.10], [-0.02, -0.07, -0.09], [0.29, -0.01, -0.14], [0.09, -0.01, 0.01], [0.00, -0.03, 0.03], [0.02, 0.06, 0.00], [0.04, -0.02, -0.01], [-0.07, -0.01, 0.02], [0.04, -0.05, -0.34], [0.19, -0.10, 0.18], [-0.02, -0.31, -0.04]], "lowdin_charge": [0.867, 0.590, 0.496, -0.216, -0.028, -0.215, 0.146, -0.229, -0.193, -0.212, 0.110, -0.225, -0.217, -0.032, -0.195, -0.229, 0.014, -0.074, 0.009, -0.390, -0.070, -0.118, -0.254, -0.436, -0.114, -0.243, -0.281, -0.078, -0.271, -0.011, -0.254, -0.076, -0.285, -0.109, -0.068, -0.074, -0.007, -0.093, -0.196, -0.144, -0.157, -0.072, -0.131, -0.502, -0.324, -0.109, -0.275, -0.126, -0.230, -0.043, 0.070, 0.071, 0.073, 0.132, 0.072, 0.123, 0.129, 0.111, 0.057, 0.086, 0.076, 0.106, 0.047, 0.120, 0.123, 0.076, 0.059, 0.077, 0.105, 0.109, 0.065, 0.083, 0.118, 0.083, 0.066, 0.106, 0.116, 0.083, 0.076, 0.108, 0.069, 0.119, 0.116, 0.077, 0.075, 0.121, 0.102, 0.073, 0.078, 0.071, 0.064, 0.140, 0.121, 0.061, 0.116, 0.076, 0.067, 0.077, 0.118, 0.093, 0.111, 0.096, 0.103, 0.066, 0.080, 0.070, 0.111, 0.092, 0.089], "smiles": "CCSCC1=C(CN)C(=O)c2c(ccc(CCCOC)c2OC[C@H](C)O)C1=O.CCOP(=O)(OCC)OCC.CCOP(=O)(OCC)OCC", "total_charge": 0, "homo_lumo_gap_ev": 7.67, "total_energy_ev": -92698.483}

Results for largest force on an atom: 0.0221; 0.1434 (in Eh/bohr, following the order of the records).
Results for LUMO: 0.01189; -0.01189 (in hartree, following the order of the records).
Results for E_HOMO: -8.5568; -7.9951 (in eV, following the order of the records).